The following is a quantum chemistry calculation of a cluster of 2 separate species, C25H20Cl2IO4 in total in a non-equilibrium geometry, from the Open Molecules 2025 dataset.

XYZ file:
```
52
Properties=species:S:1:pos:R:3:forces:R:3:lowdin_charge:R:1
Cl 2.29158 -0.76371 -6.56410 -0.07 0.14 0.11 0.776
C 1.87943 0.04541 -5.11526 0.20 0.21 0.58 -0.634
C 2.83242 0.15585 -4.08831 -0.13 0.05 -0.16 -0.059
C 2.46585 0.71164 -2.87919 -0.16 -0.08 0.30 0.012
C 1.17060 1.27129 -2.67212 -0.03 -0.63 -0.17 -0.233
C 0.89945 1.79403 -1.37602 0.52 1.16 -0.78 0.068
C -0.00981 2.81464 -0.98916 -0.84 0.01 0.50 -0.177
C 0.36463 3.62098 0.12852 -0.08 -0.29 -0.08 0.026
C -0.41874 4.67619 0.55855 -0.05 -0.03 -0.21 -0.065
C -1.64006 4.94263 -0.08460 0.62 -0.37 -0.06 -0.637
Cl -2.63268 6.21030 0.48748 0.06 -0.08 -0.11 0.774
C -2.04461 4.17014 -1.18446 0.25 -0.41 -0.19 -0.062
C -1.25500 3.10689 -1.61564 -0.08 0.57 0.16 0.018
C 0.26130 1.22912 -3.76284 0.18 -0.23 -0.42 0.011
C 0.59683 0.59026 -4.95211 -0.24 0.34 0.37 -0.061
H 3.84564 -0.20151 -4.24598 -0.22 -0.06 0.04 0.124
H 3.17104 0.72385 -2.04797 -0.12 -0.03 -0.17 0.127
H 1.64590 1.54506 -0.62281 0.14 -0.04 -0.07 0.097
H 1.30912 3.40521 0.63048 -0.25 0.07 -0.08 0.138
H -0.09055 5.30637 1.37964 -0.12 -0.15 -0.09 0.121
H -2.97058 4.42417 -1.69741 0.16 -0.20 0.19 0.121
H -1.61879 2.48173 -2.42608 -0.03 0.32 0.33 0.100
H -0.72400 1.66975 -3.66441 0.28 -0.23 -0.25 0.096
H -0.11561 0.52705 -5.77321 0.15 0.02 0.25 0.121
C 0.37341 -0.43043 3.98927 -0.32 0.08 0.01 0.011
C 1.75638 -0.94343 3.63822 0.46 -0.38 0.32 -0.524
C 2.68557 -0.94553 4.85857 -0.09 -0.12 -0.47 0.024
O 1.69206 -2.30220 3.14778 -0.52 0.75 -0.42 0.073
C 1.00037 -2.45073 1.96323 -0.63 -0.17 -0.67 -0.538
O 0.53664 -3.53443 1.66261 0.34 0.71 0.15 0.060
C 0.91229 -1.22495 1.12931 1.16 -0.71 2.09 -0.442
I 0.05453 -1.48619 -0.72693 -0.25 -0.89 0.01 1.727
C -1.78313 -2.55973 -0.28940 -0.24 0.08 0.45 -0.482
C -1.81563 -3.93824 -0.46967 0.04 -0.17 -0.07 -0.122
C -3.00008 -4.63664 -0.17492 0.15 0.58 -0.01 -0.048
C -4.11616 -3.94282 0.31139 0.24 0.13 -0.04 -0.057
C -4.05624 -2.55711 0.51313 0.47 -0.12 -0.20 -0.063
C -2.87711 -1.85344 0.20651 -0.13 -0.02 0.02 -0.125
C 2.09010 -0.37945 1.32302 -0.39 -0.03 -0.22 -0.531
O 2.81400 0.09326 0.45701 -0.64 0.43 -0.05 0.025
O 2.40920 -0.12998 2.63590 -0.27 -0.58 -0.64 0.070
H -0.28696 -0.45876 3.11379 0.14 0.09 0.38 0.077
H -0.04701 -1.06255 4.78245 0.12 0.15 -0.23 0.107
H 0.44388 0.59549 4.36825 0.01 -0.20 -0.12 0.100
H 3.66958 -1.32752 4.57096 -0.18 0.09 0.02 0.100
H 2.79148 0.07505 5.23994 -0.04 -0.19 -0.10 0.098
H 2.27591 -1.58626 5.64482 -0.01 0.13 -0.18 0.100
H -0.93146 -4.46923 -0.81676 -0.22 0.08 0.13 0.109
H -3.03520 -5.71940 -0.31544 0.04 0.41 0.04 0.119
H -5.03689 -4.48718 0.54064 0.37 0.22 -0.06 0.117
H -4.91742 -2.01892 0.91524 0.31 -0.17 -0.18 0.114
H -2.81546 -0.77604 0.35810 -0.08 -0.28 0.01 0.100
```
Forces are in eV/Å.

Output
- Total charge: +1
- Gap between HOMO and LUMO: 4.90 eV
- Calculated total energy: -67575.6500 eV
- Spin multiplicity: 1
- LUMO energy: -5.88 eV